Molecular formula: C33H58Cl6F2N6O6
Method: DFT, ωB97M-V with the def2-TZVPD basis set

```
111
Properties=species:S:1:pos:R:3:forces:R:3
C -16.2528 5.8356 -11.5385 -0.5 -0.3 0.2
C -17.4998 5.3755 -10.7647 0.8 -1.2 0.1
O -17.9076 4.2201 -10.7878 0.2 0.3 -0.5
N -18.0488 6.2675 -9.9255 -0.6 0.8 0.8
C -19.1655 5.9220 -9.0323 0.1 -0.2 -0.4
H -15.3782 5.2773 -11.2045 -0.1 0.0 0.4
H -16.0788 6.9020 -11.3953 0.1 0.0 -0.3
H -16.3380 5.5461 -12.5859 -0.3 0.4 0.0
H -17.6868 7.2096 -9.8859 -0.1 -0.2 -0.1
H -19.1601 4.8566 -8.8021 0.4 0.0 0.1
H -20.1347 6.0675 -9.5095 0.0 0.4 -0.1
H -19.0934 6.4962 -8.1087 -0.1 0.0 -0.2
C -18.5393 0.8248 -0.8493 0.4 0.3 -0.3
C -17.3176 -0.1056 -0.8940 -1.4 1.4 -0.5
O -16.2064 0.3769 -0.7400 0.4 -0.4 0.2
N -17.5778 -1.3759 -1.1880 0.4 -1.2 0.2
C -16.5009 -2.3344 -1.1244 0.7 0.3 0.1
H -19.4967 0.4964 -1.2540 0.2 -0.6 0.3
H -18.2868 1.6659 -1.4949 0.1 0.2 0.3
H -18.6450 1.1610 0.1822 -0.1 0.1 -0.1
H -18.5190 -1.7290 -1.2858 -0.1 0.4 0.0
H -15.8036 -2.1690 -1.9458 -0.1 -0.4 -0.3
H -16.8628 -3.3613 -1.0743 -0.1 0.2 -0.2
H -15.8809 -2.1253 -0.2527 -0.1 -0.1 0.3
C -16.6817 2.4955 -8.0197 0.0 -0.2 0.1
C -17.8667 1.8749 -7.2458 1.7 0.8 0.0
O -19.0037 2.2854 -7.3461 -1.2 0.1 0.0
N -17.4735 0.9081 -6.3992 0.2 -0.7 0.9
C -18.2517 0.2522 -5.3361 -0.4 0.0 -0.4
H -16.4693 1.8787 -8.8930 0.1 0.0 0.0
H -15.7981 2.5471 -7.3836 0.1 -0.3 0.0
H -16.8000 3.5180 -8.3781 -0.8 -0.2 0.1
H -16.5003 0.6380 -6.4062 -0.1 0.3 -0.2
H -17.7581 0.3024 -4.3655 0.3 0.1 -0.2
H -18.4224 -0.7935 -5.5920 0.0 0.0 0.0
H -19.2235 0.7228 -5.1868 0.1 0.1 -0.3
C -21.5165 4.4001 -3.1884 -1.3 -0.4 1.0
C -20.7263 3.3745 -3.9173 1.0 0.3 1.2
O -20.0789 2.5372 -3.2728 -0.2 0.0 -1.0
N -20.7481 3.5025 -5.2457 0.6 -0.6 -0.4
C -21.5225 4.4899 -5.9833 0.3 -0.4 0.4
H -21.7925 3.9780 -2.2221 0.1 -0.2 0.0
H -22.4565 4.4902 -3.7328 -0.1 0.8 0.2
H -21.0246 5.3369 -2.9265 0.1 0.1 -0.7
H -20.1996 2.8302 -5.7627 0.1 0.0 -0.3
H -21.2654 4.4150 -7.0399 -0.2 -0.2 0.1
H -21.2515 5.4931 -5.6544 -0.2 0.1 0.0
H -22.5689 4.2648 -5.7773 -0.1 0.5 -0.6
C -22.8688 6.7236 0.0126 -0.3 -0.2 0.0
C -22.5938 7.9049 0.9010 -0.1 3.0 -2.5
O -22.9197 9.0715 0.5783 -0.1 -2.0 0.6
N -21.8547 7.6718 1.9646 1.2 -1.6 1.1
C -21.4282 8.6505 2.9044 0.6 1.1 0.4
H -23.9469 6.5717 0.0649 0.0 -0.3 -0.1
H -22.3248 5.8284 0.3137 -0.2 -0.1 0.2
H -22.6168 6.8965 -1.0337 0.0 0.4 0.1
H -21.3985 6.7730 2.0302 -0.3 0.0 0.0
H -21.3672 9.6348 2.4401 -0.7 0.0 0.0
H -20.3896 8.5079 3.2028 -0.1 -0.6 0.1
H -22.0638 8.6413 3.7898 0.0 0.3 0.0
C -22.1259 -3.2316 -0.5206 0.7 0.3 -0.4
C -21.4607 -2.1353 -1.3987 1.4 -0.8 -0.2
O -20.2242 -2.1361 -1.6425 -2.6 -0.1 0.6
N -22.2751 -1.1848 -1.8808 0.4 -0.2 0.1
C -21.7654 -0.0789 -2.6783 -0.5 0.3 0.1
H -21.4608 -4.0950 -0.5033 0.1 0.2 0.2
H -23.0931 -3.6190 -0.8407 -0.1 0.5 -0.3
H -22.2522 -2.8186 0.4802 0.1 -0.1 0.1
H -23.2711 -1.2837 -1.7455 0.3 0.0 0.0
H -22.5943 0.2038 -3.3273 0.3 0.2 -0.4
H -20.8677 -0.3500 -3.2338 -0.3 -0.2 0.0
H -21.4967 0.7860 -2.0716 -0.1 0.0 0.1
C -25.1975 7.0395 -6.4994 0.0 -0.1 0.2
Cl -23.6106 7.5178 -7.0785 0.2 0.6 -0.2
Cl -25.1523 5.2735 -6.3229 -0.6 0.1 0.1
H -25.3836 7.5040 -5.5311 0.1 -0.2 -0.1
H -25.9690 7.3624 -7.1985 0.2 -0.3 -0.1
C -25.2190 2.4661 -2.0857 -1.6 0.3 0.3
Cl -25.2535 2.5834 -3.8840 0.3 -0.4 1.1
Cl -24.6348 3.9563 -1.3143 0.4 -0.3 -0.2
H -26.2446 2.4224 -1.7192 -0.2 0.1 -0.6
H -24.8289 1.5460 -1.6506 1.1 0.3 -0.6
C -21.8784 0.0921 -7.1684 -0.1 -0.6 0.0
Cl -21.5154 -1.2097 -5.9884 0.2 0.1 -0.5
Cl -23.2811 0.9662 -6.5500 0.1 0.5 -0.2
H -20.9977 0.7174 -7.3147 -0.2 0.2 0.4
H -22.1546 -0.3516 -8.1249 0.0 -0.1 0.3
F -21.5491 0.3975 0.7360 0.6 -0.6 -1.0
C -22.5410 0.9529 1.3986 -0.8 -0.3 2.5
C -23.0692 0.2783 2.4994 1.6 -1.0 -1.2
C -23.9781 0.8688 3.3154 -1.2 -0.6 -0.1
C -24.3813 2.1491 3.0479 0.4 0.9 0.1
C -23.7911 2.8490 1.9893 -1.7 0.6 1.1
C -22.9187 2.2358 1.1473 1.2 -0.2 -1.4
H -22.6625 -0.7040 2.6896 -0.2 -0.2 0.1
H -24.5188 0.2522 4.0182 0.3 0.2 0.5
H -25.0631 2.6048 3.7507 -0.2 0.3 -0.3
H -24.1152 3.8708 1.8580 0.2 0.1 -0.3
H -22.4170 2.6400 0.2804 -0.2 0.8 0.0
F -15.4160 8.1961 -6.0869 -0.4 -1.1 0.5
C -16.0489 7.1063 -5.5279 -0.1 -0.1 0.0
C -15.8310 6.7671 -4.2025 0.9 1.0 0.4
C -16.5184 5.7605 -3.5603 -1.1 -0.1 -0.3
C -17.5164 5.0934 -4.2622 0.1 -0.4 -1.1
C -17.6698 5.3501 -5.6228 0.6 0.7 -0.6
C -16.9249 6.3513 -6.2819 -0.2 -0.1 0.5
H -15.1234 7.3395 -3.6210 0.2 0.2 -0.1
H -16.3941 5.5765 -2.5033 0.3 0.0 0.0
H -18.1432 4.2998 -3.8831 0.1 0.0 0.6
H -18.3435 4.7695 -6.2355 -0.2 -0.1 0.1
H -17.0317 6.5623 -7.3356 -0.1 -0.1 -0.1
```
Forces are in eV/Å.

calculated total energy: -5033.14578 hartree
SMILES: Fc1ccccc1.Fc1ccccc1.CNC(C)=O.CNC(C)=O.CNC(C)=O.CNC(C)=O.CNC(C)=O.CNC(C)=O.ClCCl.ClCCl.ClCCl
HOMO: -8.75 eV
gap between HOMO and LUMO: 8.95 eV
energy relative to the best compared isomer or geometry (same formula, charge and spin): 0.000 eV